Record 1
Here is 8 unconnected molecules or ions with the total composition C5H26N2O8 at a distorted geometry from the OMol25 dataset. Energies are from the ωB97M-V functional and the def2-TZVPD basis.

Structure (XYZ):
```
41
Properties=species:S:1:pos:R:3:lowdin_charge:R:1
N 3.09 0.35 -1.04 -0.03
C 1.89 -0.48 -1.30 -0.24
C 1.74 -1.72 -0.35 -0.16
C 1.72 -1.24 1.15 -0.15
C 0.25 -1.15 1.57 -0.38
N -0.49 -2.40 1.68 0.08
C 0.17 -0.67 3.03 -0.21
O -0.86 -0.21 3.47 0.04
H 3.21 0.51 -0.04 0.06
H 3.96 0.06 -1.45 0.08
H 1.04 0.14 -0.95 0.10
H 1.98 -0.58 -2.40 0.12
H 0.83 -2.25 -0.60 0.08
H 2.64 -2.36 -0.44 0.11
H 2.14 -2.09 1.73 0.13
H 2.18 -0.26 1.26 0.10
H -0.23 -0.40 0.91 0.13
H -1.30 -2.40 1.07 0.07
H 0.04 -3.23 1.39 0.09
H 0.95 -0.92 3.78 0.14
O -3.49 0.25 1.84 -0.04
H -4.04 -0.28 1.27 0.05
H -2.83 -0.12 2.43 0.02
O -2.67 1.53 -0.46 -0.08
H -1.92 2.14 -0.38 0.00
H -3.03 1.54 0.44 0.03
O 2.41 3.22 -1.03 -0.08
H 2.10 3.58 -1.87 0.04
H 2.62 2.27 -1.15 0.00
O -1.72 -0.92 -1.21 -0.08
H -2.13 -0.23 -0.67 0.01
H -2.06 -0.91 -2.11 0.05
O -0.18 2.97 -0.23 -0.07
H -0.35 3.86 0.08 0.06
H 0.73 2.87 -0.58 -0.01
O 0.90 2.59 -3.53 -0.05
H 1.22 1.81 -3.06 0.02
H 0.26 2.93 -2.89 0.04
O -1.72 -3.65 -1.58 -0.07
H -2.54 -3.22 -1.30 0.02
H -1.23 -2.86 -1.84 -0.01
```

The value obtained for the relative energy (zero: lowest compared OMol25 entry of this formula, charge and spin) is 2.380 eV. As for the total energy: -24966.648 eV. The value obtained for the LUMO energy is 0.34 eV. The multiplicity is 1. The net charge is 0. As for the structure (SMILES): NCCC[C@@H](N)C=O.O.O.O.O.O.O.O. For the HOMO-LUMO gap, the calculation gives 0.3584 Eh.

Record 2
Here is a molecular structure, C5H7NO from the OMol25 dataset. Energies are from the ωB97M-V functional and the def2-TZVPD basis.

Structure (XYZ):
```
14
Properties=species:S:1:pos:R:3:lowdin_charge:R:1
O -0.41 -0.34 2.12 0.05
C -1.30 -0.30 1.31 -0.20
C -1.16 -0.32 -0.18 -0.31
C -0.46 0.78 -0.95 -0.02
C 0.87 1.05 -0.20 -0.18
C 1.26 -0.43 -0.23 -0.17
N -0.02 -0.95 -0.86 0.00
H -2.36 -0.23 1.63 0.13
H -2.09 -0.66 -0.65 0.13
H -0.12 -0.21 -1.81 0.14
H 0.77 1.48 0.80 0.10
H 1.52 1.70 -0.80 0.10
H 1.42 -0.92 0.73 0.10
H 2.07 -0.65 -0.91 0.11
```

The value obtained for the relative energy (zero: lowest compared OMol25 entry of this formula, charge and spin) is 5.353 eV. As for the total energy: -8830.850 eV. The value obtained for the LUMO energy is 0.70 eV. The multiplicity is 1. The net charge is 0. For the HOMO-LUMO gap, the calculation gives 0.3480 Eh.

Record 3
Here is a molecular structure, C18H33B4CaF16N6 at a distorted geometry from the OMol25 dataset. Energies are from the ωB97M-V functional and the def2-TZVPD basis.

Structure (XYZ):
```
78
Properties=species:S:1:pos:R:3:lowdin_charge:R:1
Ca 0.18 -2.34 -2.97 1.71
C -5.35 -0.81 -1.44 -0.04
C -5.56 0.67 -1.00 -0.12
N -4.71 0.90 0.16 -0.05
C -3.56 0.33 0.41 -0.04
C -2.94 0.82 1.56 0.02
N -3.78 1.77 2.07 -0.10
C -4.83 1.94 1.05 0.10
C -3.68 2.61 3.20 -0.04
H -5.58 -1.43 -0.57 0.09
H -4.38 -1.02 -1.88 0.08
H -6.08 -1.15 -2.17 0.09
H -6.59 1.02 -0.99 0.14
H -5.04 1.32 -1.70 0.14
H -3.27 -0.61 -0.03 0.12
H -2.04 0.67 2.14 0.12
H -5.61 2.69 1.13 0.16
H -2.94 3.39 3.03 0.10
H -3.43 2.03 4.09 0.10
H -4.55 3.21 3.47 0.11
C -0.32 -2.26 5.28 -0.04
C -0.08 -1.64 3.91 -0.17
N 1.32 -1.48 3.66 0.01
C 2.28 -0.83 4.45 0.20
C 3.57 -1.05 3.79 0.18
N 3.33 -1.89 2.72 -0.06
C 1.95 -2.19 2.64 0.25
C 4.30 -2.32 1.85 0.03
H 0.43 -2.08 6.05 0.08
H -0.24 -3.34 5.19 0.10
H -1.34 -2.15 5.64 0.11
H -0.61 -0.70 3.77 0.13
H -0.53 -2.32 3.18 0.15
H 2.04 -0.26 5.34 0.17
H 4.57 -0.68 3.96 0.17
H 1.47 -2.82 1.90 0.20
H 3.92 -3.29 1.51 0.13
H 5.34 -2.31 2.16 0.15
H 4.08 -1.66 1.01 0.14
C 2.30 1.83 1.13 -0.09
C 2.83 3.08 0.55 -0.19
N 2.59 3.17 -0.87 -0.03
C 2.04 2.23 -1.75 0.06
C 2.28 2.67 -3.07 0.03
N 2.82 3.89 -2.99 -0.09
C 2.97 4.19 -1.67 0.00
C 3.01 4.74 -4.14 0.02
H 2.77 0.87 0.90 0.08
H 1.23 1.73 0.94 0.07
H 2.29 1.98 2.21 0.07
H 3.87 3.29 0.80 0.14
H 2.43 3.99 1.00 0.14
H 1.58 1.34 -1.35 0.12
H 1.89 2.38 -4.04 0.14
H 3.50 5.09 -1.38 0.17
H 3.95 4.48 -4.61 0.11
H 3.29 5.79 -4.00 0.11
H 2.18 4.68 -4.84 0.12
B 2.32 -4.05 -1.92 -1.41
F 2.67 -2.86 -2.58 0.08
F 2.75 -5.11 -2.66 0.19
F 2.69 -3.98 -0.63 0.17
F 0.96 -4.20 -1.95 0.07
B -0.49 -1.21 -0.30 -1.45
F -1.46 -1.88 0.42 0.16
F 0.60 -1.96 -0.64 0.11
F -1.02 -0.73 -1.43 0.18
F 0.13 -0.09 0.31 0.09
B 0.10 0.26 -4.20 -1.38
F 1.13 -0.27 -3.46 0.08
F -0.35 1.45 -3.66 0.14
F 0.55 0.57 -5.49 0.12
F -0.96 -0.61 -4.34 0.13
B -2.26 -3.53 -3.61 -1.45
F -1.82 -3.22 -2.26 0.01
F -1.10 -3.54 -4.34 0.09
F -2.93 -4.64 -3.62 0.26
F -3.07 -2.54 -4.00 0.20
```

Its expectation value of S² is 0.77. As for the total energy: -92773.661 eV. The value obtained for the LUMO energy (alpha / beta) is -8.45 / -12.39 eV. The multiplicity is 2. The net charge is +2. For the HOMO-LUMO gap (alpha / beta), the calculation gives 0.2201 / 0.0754 Eh.

Record 4
Here is a molecular structure, C8H17NO at a distorted geometry from the OMol25 dataset. Energies are from the ωB97M-V functional and the def2-TZVPD basis.

Structure (XYZ):
```
27
Properties=species:S:1:pos:R:3:lowdin_charge:R:1
C 0.36 0.61 1.07 -0.53
C -0.65 -0.30 -1.22 -0.27
C 0.50 0.01 2.48 -0.05
C 1.77 0.87 0.53 -0.05
C 0.37 0.25 -2.15 -0.05
C -2.03 -0.41 -1.75 -0.03
C 0.15 -1.89 -0.35 0.06
C -0.62 -0.34 0.27 -0.53
N -0.37 1.89 1.07 0.08
O -1.72 -0.57 0.88 -0.07
H -1.30 1.73 1.44 0.08
H 0.09 2.55 1.69 0.08
H -0.49 -0.24 2.88 0.08
H 0.98 0.73 3.15 0.08
H 1.11 -0.90 2.47 0.08
H 2.33 1.43 1.27 0.08
H 2.31 -0.05 0.33 0.08
H 1.74 1.50 -0.36 0.07
H 0.20 -0.15 -3.15 0.09
H 1.39 0.03 -1.88 0.07
H 0.22 1.34 -2.21 0.11
H -2.08 -0.56 -2.83 0.08
H -2.57 0.49 -1.42 0.11
H -2.57 -1.21 -1.24 0.09
H -0.65 -2.60 -0.60 0.09
H 0.52 -2.21 0.62 0.09
H 1.02 -2.01 -0.99 0.07
```

The value obtained for the relative energy (zero: lowest compared OMol25 entry of this formula, charge and spin) is 3.592 eV. As for the total energy: -12106.778 eV. The value obtained for the LUMO energy is 0.67 eV. The multiplicity is 1. The net charge is 0. For the HOMO-LUMO gap, the calculation gives 0.3306 Eh.

What is the net charge in the third record?
+2

What is the formula in the first record?
C5H26N2O8

Which of these has the highest net charge?
C18H33B4CaF16N6